Molecular formula: C25H22N5O2OsS2
Method: DFT, ωB97M-V with the def2-TZVPD basis set

Its spin multiplicity is 5. Its largest force on an atom is 0.6 eV/Å. The calculation puts the HOMO-LUMO gap (alpha / beta) at 0.263 / 0.172 Eh. The expectation value of S² is 6.045. The value obtained for the highest occupied orbital energy (alpha / beta) is -17.070 / -17.643 eV. The net charge is +3.

Last column: Löwdin spin population.
Geometry (Å):
Os -0.2460 -0.2559 -0.3668  2.31
C 1.2680 -2.3249 -2.1923  0.01
N 0.6195 -2.3287 -0.8549  0.15
C -0.5655 -3.2183 -0.8134  0.01
C -1.7706 -2.5515 -1.4328  0.00
C -2.7907 -3.2850 -2.0054  0.00
C -3.9240 -2.6326 -2.4697  0.00
C -4.0015 -1.2524 -2.3583  0.00
C -2.9469 -0.5729 -1.7874  0.02
N -1.8520 -1.2067 -1.3341  0.02
C 1.5859 -2.5513 0.2490  0.01
C 2.3186 -1.2824 0.6198  0.01
C 3.5782 -1.3158 1.1864  0.00
C 4.1685 -0.1343 1.6097  0.01
C 3.4873 1.0638 1.4398  0.00
C 2.2429 1.0384 0.8541  0.03
N 1.6650 -0.1109 0.4562  0.04
C 1.2280 -0.9957 -2.9067  0.01
C 1.8011 -0.8637 -4.1611  0.00
C 1.7552 0.3619 -4.8012  0.00
C 1.1387 1.4350 -4.1666  0.00
C 0.5959 1.2372 -2.9193  0.02
N 0.6355 0.0398 -2.2989  0.02
H 2.3098 -2.6340 -2.0851  0.00
H 0.7885 -3.0749 -2.8241  0.00
H -0.3597 -4.1614 -1.3242  0.00
H -0.7876 -3.4566 0.2288  0.00
H -2.7017 -4.3609 -2.0773  0.00
H -4.7341 -3.1954 -2.9139  0.00
H -4.8634 -0.7044 -2.7110  0.00
H -2.9592 0.5050 -1.6882  0.01
H 1.0349 -2.9028 1.1239  0.00
H 2.3050 -3.3302 -0.0135  0.00
H 4.0865 -2.2634 1.3055  0.00
H 5.1501 -0.1479 2.0646  0.00
H 3.9153 2.0063 1.7499  0.00
H 1.6799 1.9473 0.6835  0.01
H 2.2772 -1.7165 -4.6276  0.00
H 2.1960 0.4832 -5.7819  0.00
H 1.0838 2.4091 -4.6308  0.00
H 0.1121 2.0441 -2.3833  0.01
O 0.4669 1.3435 5.7542  0.03
S 0.6571 1.8583 4.4522  0.00
O 1.8482 2.4764 3.9859  0.03
N 0.2622 0.6419 3.3455  0.20
C -0.8025 0.9037 2.6704  0.03
S -1.4511 -0.3213 1.5696  0.22
C -1.4606 2.1900 2.9709  0.21
C -2.6083 2.7476 2.4191  0.00
C -3.0149 3.9652 2.9172  0.17
C -2.2772 4.6362 3.9584  0.24
C -1.1175 4.0868 4.5085  0.01
C -0.7353 2.8760 4.0076  0.15
H -3.1681 2.2330 1.6505  0.00
H -3.9094 4.4435 2.5387  0.01
H -2.6467 5.5901 4.3164  0.01
H -0.5676 4.5892 5.2936  0.00